No. 1
Molecular formula: C3H6BN
Method: DFT, ωB97M-V/def2-TZVPD

Structure (ORCA input):
```
! RIJCOSX wB97M-V def2-TZVPD def2/J DEFGRID3
* xyz 0 1
B 0.62 0.72 0.03
C 0.67 -0.90 -0.05
C -0.79 -1.12 0.01
N -1.62 -0.20 0.00
C -0.90 1.13 0.02
H 1.58 1.38 -0.20
H 1.19 -1.20 -0.88
H 1.20 -1.55 0.79
H -1.25 -2.13 0.25
H -1.46 1.66 0.94
H -1.31 1.76 -0.91
*
```

The gap between HOMO and LUMO comes out at 9.810 eV. For the strongest force on any atom, the calculation gives 4.11 eV/A. The calculation puts the energy relative to the best compared isomer or geometry (same formula, charge and spin) at 33.4 kcal per mole. The structure (SMILES) is B1CC=NC1.

No. 2
Molecular formula: C3H6BN3O2
Method: DFT, ωB97M-V/def2-TZVPD

Structure (ORCA input):
```
! RIJCOSX wB97M-V def2-TZVPD def2/J DEFGRID3
* xyz 0 1
O 0.19 2.18 -0.94
B 1.01 1.38 -0.15
O 2.29 1.22 -0.50
C 0.57 0.61 1.18
N -0.34 -0.81 0.58
C -1.64 -0.87 0.30
C -1.77 -2.09 -0.30
N -0.59 -2.57 -0.45
N 0.28 -1.90 0.15
H 0.74 2.41 -1.66
H 2.59 1.65 -1.38
H 1.62 0.20 1.56
H -0.07 1.09 1.88
H -2.28 -0.01 0.57
H -2.59 -2.49 -0.83
*
```

The gap between HOMO and LUMO comes out at 9.356 eV. For the strongest force on any atom, the calculation gives 4.91 eV/A. The calculation puts the energy relative to the best compared isomer or geometry (same formula, charge and spin) at 13.0 kcal per mole. The structure (SMILES) is OB(O)Cn1ccnn1.

No. 3
Molecular formula: C3H6Br2O
Method: DFT, ωB97M-V/def2-TZVPD

Structure (ORCA input):
```
! RIJCOSX wB97M-V def2-TZVPD def2/J DEFGRID3
* xyz 0 1
C -1.36 0.07 0.39
C 1.41 0.07 0.60
C -0.01 0.27 -0.18
O 0.06 -1.75 -1.22
Br 2.42 1.91 0.46
Br 0.06 1.34 -1.73
H -2.08 0.09 -0.45
H -1.66 0.96 1.10
H -1.34 -0.81 0.86
H 1.32 -0.02 1.66
H 1.99 -0.63 0.15
H -0.81 -1.50 -1.64
*
```

The gap between HOMO and LUMO (alpha / beta) comes out at 8.514 / 8.446 eV. For the strongest force on any atom, the calculation gives 5.54 eV/A. The calculation puts the energy relative to the best compared isomer or geometry (same formula, charge and spin) at 84.2 kcal per mole.

No. 4
Molecular formula: C3H6BrCl2P
Method: DFT, ωB97M-V/def2-TZVPD

Structure (ORCA input):
```
! RIJCOSX wB97M-V def2-TZVPD def2/J DEFGRID3
* xyz 0 1
C -0.37 -1.20 0.96
C 0.26 -0.35 -0.05
C -0.73 0.34 -1.04
Br 1.50 -1.51 -1.31
P 1.59 1.07 0.82
Cl 0.26 2.18 1.92
Cl 2.00 2.19 -0.77
H 0.35 -1.67 1.54
H -1.01 -0.54 1.52
H -0.95 -1.99 0.54
H -0.39 0.51 -2.07
H -1.06 1.37 -0.87
H -1.45 -0.40 -1.20
*
```

The gap between HOMO and LUMO comes out at 9.759 eV. For the strongest force on any atom, the calculation gives 4.25 eV/A. The calculation puts the energy relative to the best compared isomer or geometry (same formula, charge and spin) at 0.0 kcal per mole. The structure (SMILES) is CC(C)(Br)P(Cl)Cl.

No. 5
Molecular formula: C3H6BrI
Method: DFT, ωB97M-V/def2-TZVPD

Structure (ORCA input):
```
! RIJCOSX wB97M-V def2-TZVPD def2/J DEFGRID3
* xyz 0 1
C -0.51 0.02 1.34
C 0.14 0.50 0.03
I 2.49 0.47 0.22
C -0.10 -0.49 -1.15
Br 0.64 0.14 -2.86
H -0.58 -1.10 1.22
H 0.23 0.42 2.08
H -1.51 0.49 1.28
H 0.03 1.51 -0.02
H 0.31 -1.46 -0.74
H -1.15 -0.51 -1.39
*
```

The gap between HOMO and LUMO comes out at 9.220 eV. For the strongest force on any atom, the calculation gives 3.90 eV/A. The calculation puts the energy relative to the best compared isomer or geometry (same formula, charge and spin) at 22.0 kcal per mole. The structure (SMILES) is C[C@@H](I)CBr.

No. 6
Molecular formula: C3H6BrN2
Method: DFT, ωB97M-V/def2-TZVPD

Structure (ORCA input):
```
! RIJCOSX wB97M-V def2-TZVPD def2/J DEFGRID3
* xyz 1 1
C -0.01 -1.60 0.37
C -1.13 0.02 -0.77
C 0.91 0.10 0.78
N -0.97 -1.27 -0.29
N 0.02 0.92 0.05
Br 2.61 0.10 -0.13
H 0.25 -2.57 0.61
H -0.80 0.04 -1.78
H -2.03 0.67 -0.48
H 1.19 0.35 1.84
H 0.47 1.63 -0.70
H -0.50 1.62 0.52
*
```

The gap between HOMO and LUMO comes out at 10.484 eV. For the strongest force on any atom, the calculation gives 4.88 eV/A. The calculation puts the energy relative to the best compared isomer or geometry (same formula, charge and spin) at 61.3 kcal per mole.

No. 7
Molecular formula: C3H6BrNO2
Method: DFT, ωB97M-V/def2-TZVPD

Structure (ORCA input):
```
! RIJCOSX wB97M-V def2-TZVPD def2/J DEFGRID3
* xyz 0 1
C 1.36 0.74 0.61
C 1.28 0.38 -0.88
C 0.30 -0.70 -1.18
N -2.95 -0.67 0.91
O -2.46 -1.14 1.88
O -4.04 -0.25 0.67
Br -1.49 -0.45 -1.06
H 2.09 1.52 0.76
H 1.64 -0.13 1.21
H 0.39 1.10 0.96
H 2.26 0.04 -1.22
H 1.00 1.28 -1.43
H 0.61 -1.73 -1.23
*
```

The gap between HOMO and LUMO (alpha / beta) comes out at 9.158 / 6.901 eV. For the strongest force on any atom, the calculation gives 0.90 eV/A. The calculation puts the energy relative to the best compared isomer or geometry (same formula, charge and spin) at 123.6 kcal per mole.

No. 8
Molecular formula: C3H6BrP
Method: DFT, ωB97M-V/def2-TZVPD

Structure (ORCA input):
```
! RIJCOSX wB97M-V def2-TZVPD def2/J DEFGRID3
* xyz 0 1
Br 0.47 -0.18 3.17
P 0.59 -1.02 1.20
C -0.34 0.20 0.28
C 0.63 0.89 -0.77
C -0.31 -0.16 -1.18
H -0.28 -2.11 1.62
H -1.25 0.62 0.75
H 1.65 0.84 -0.78
H 0.09 1.91 -1.12
H -1.19 0.23 -1.72
H -0.06 -1.21 -1.44
*
```

The gap between HOMO and LUMO comes out at 9.739 eV. For the strongest force on any atom, the calculation gives 6.34 eV/A. The calculation puts the energy relative to the best compared isomer or geometry (same formula, charge and spin) at 10.1 kcal per mole. The structure (SMILES) is BrPC1CC1.

No. 9
Molecular formula: C3H6Cl2N2
Method: DFT, ωB97M-V/def2-TZVPD

Structure (ORCA input):
```
! RIJCOSX wB97M-V def2-TZVPD def2/J DEFGRID3
* xyz 0 1
Cl -2.43 1.71 1.07
C -1.74 0.71 -0.29
N -0.38 0.81 -0.82
C 0.55 0.18 0.09
C -0.22 -1.06 0.60
N -1.72 -0.81 0.40
Cl -2.24 -1.89 -0.89
H -2.48 0.69 -1.07
H -0.08 1.78 -1.17
H 0.72 0.79 1.02
H 1.58 0.05 -0.25
H -0.03 -2.03 0.26
H -0.10 -1.15 1.82
*
```

The gap between HOMO and LUMO comes out at 10.434 eV. For the strongest force on any atom, the calculation gives 4.38 eV/A. The calculation puts the energy relative to the best compared isomer or geometry (same formula, charge and spin) at 20.1 kcal per mole. The structure (SMILES) is Cl[C@H]1NCCN1Cl.

No. 10
Molecular formula: C3H6Cl2S
Method: DFT, ωB97M-V/def2-TZVPD

Structure (ORCA input):
```
! RIJCOSX wB97M-V def2-TZVPD def2/J DEFGRID3
* xyz 0 1
C -1.15 0.56 0.76
C -0.23 -0.43 0.13
S -1.03 -1.17 -1.49
C 1.26 0.05 -0.02
Cl 2.44 -1.25 -0.26
Cl 1.36 1.09 -1.44
H -2.03 -0.04 1.29
H -0.56 1.07 1.55
H -1.47 1.43 0.20
H -0.10 -1.37 0.76
H -0.19 -0.59 -2.30
H 1.70 0.64 0.83
*
```

The gap between HOMO and LUMO comes out at 10.028 eV. For the strongest force on any atom, the calculation gives 2.83 eV/A. The calculation puts the energy relative to the best compared isomer or geometry (same formula, charge and spin) at 11.9 kcal per mole. The structure (SMILES) is C[C@@H](S)C(Cl)Cl.

No. 11
Molecular formula: C3H6ClFN2S
Method: DFT, ωB97M-V/def2-TZVPD

Structure (ORCA input):
```
! RIJCOSX wB97M-V def2-TZVPD def2/J DEFGRID3
* xyz 0 1
H 0.38 -2.35 0.71
N -0.13 -1.69 1.43
C -0.20 -0.48 1.01
N -0.47 0.59 1.88
C -0.17 -0.10 -0.60
S 0.19 -1.45 -1.82
C 0.68 1.09 -1.00
F 0.46 2.27 -0.45
Cl 2.31 0.69 -0.77
H -0.42 1.58 1.35
H -0.78 0.36 2.93
H -1.22 0.28 -0.84
H -1.01 -1.73 -1.63
H 0.37 0.94 -2.20
*
```

The gap between HOMO and LUMO comes out at 9.672 eV. For the strongest force on any atom, the calculation gives 5.63 eV/A. The calculation puts the energy relative to the best compared isomer or geometry (same formula, charge and spin) at 50.4 kcal per mole. The structure (SMILES) is [H]/N=C(/N)[C@H](S)[C@@H](F)Cl.

No. 12
Molecular formula: C3H6ClFS
Method: DFT, ωB97M-V/def2-TZVPD

Structure (ORCA input):
```
! RIJCOSX wB97M-V def2-TZVPD def2/J DEFGRID3
* xyz 0 1
C 0.13 0.34 0.14
C 0.69 -0.94 0.28
C -0.53 0.97 -1.09
H -0.67 -0.94 2.15
H 1.01 0.91 0.69
H 1.48 -1.51 -0.58
H 1.10 -0.94 1.44
H -1.05 0.06 -1.45
H -1.35 1.69 -1.03
F -0.18 -1.95 0.16
S -1.21 0.78 1.55
Cl 0.59 1.53 -2.26
*
```

The gap between HOMO and LUMO comes out at 8.713 eV. For the strongest force on any atom, the calculation gives 7.28 eV/A. The calculation puts the energy relative to the best compared isomer or geometry (same formula, charge and spin) at 104.8 kcal per mole.

No. 13
Molecular formula: C3H6ClFS
Method: DFT, ωB97M-V/def2-TZVPD

Structure (ORCA input):
```
! RIJCOSX wB97M-V def2-TZVPD def2/J DEFGRID3
* xyz 0 1
F 2.16 -0.09 -1.67
C 1.42 0.36 -0.54
Cl 1.40 2.16 -0.48
C 0.01 -0.09 -0.64
C -0.76 -0.15 0.66
S -2.27 -1.01 0.61
H 1.99 -0.04 0.33
H 0.24 -1.13 -0.93
H -0.59 0.38 -1.39
H -0.09 -0.65 1.36
H -0.84 0.96 0.80
H -2.66 -0.70 1.88
*
```

The gap between HOMO and LUMO comes out at 10.188 eV. For the strongest force on any atom, the calculation gives 3.31 eV/A. The calculation puts the energy relative to the best compared isomer or geometry (same formula, charge and spin) at 11.1 kcal per mole. The structure (SMILES) is F[C@@H](Cl)CCS.

No. 14
Molecular formula: C3H6ClIS
Method: DFT, ωB97M-V/def2-TZVPD

Structure (ORCA input):
```
! RIJCOSX wB97M-V def2-TZVPD def2/J DEFGRID3
* xyz 0 1
C -2.64 -0.08 -0.60
C 1.60 0.23 0.61
C 1.27 -0.54 -0.64
S -3.12 0.71 0.76
Cl 2.21 -0.91 1.85
I 0.52 0.81 -2.15
H -3.21 0.34 -1.44
H 0.48 -1.27 -0.47
H 2.37 0.97 0.44
H 0.71 0.72 1.03
H 2.14 -1.03 -1.05
H -2.33 0.05 1.64
*
```

The gap between HOMO and LUMO comes out at 8.642 eV. For the strongest force on any atom, the calculation gives 0.32 eV/A. The calculation puts the energy relative to the best compared isomer or geometry (same formula, charge and spin) at 44.9 kcal per mole.

No. 15
Molecular formula: C3H6ClN2O
Method: DFT, ωB97M-V/def2-TZVPD

Structure (ORCA input):
```
! RIJCOSX wB97M-V def2-TZVPD def2/J DEFGRID3
* xyz 1 1
C -0.75 0.04 -0.30
C 1.72 -0.14 -0.27
C 0.99 1.17 -0.39
N -0.31 -0.94 0.41
N -1.90 0.41 -0.69
O 1.05 -1.04 0.55
Cl 0.98 2.12 1.06
H 1.50 -0.63 -1.34
H 2.69 -0.29 -0.01
H 0.92 1.88 -1.29
H -0.70 -1.82 0.54
H -2.15 1.30 -1.14
H -2.84 -0.08 -0.63
*
```

The gap between HOMO and LUMO comes out at 10.304 eV. For the strongest force on any atom, the calculation gives 6.76 eV/A. The calculation puts the energy relative to the best compared isomer or geometry (same formula, charge and spin) at 112.4 kcal per mole.

No. 16
Molecular formula: C3H6ClN3
Method: DFT, ωB97M-V/def2-TZVPD

Structure (ORCA input):
```
! RIJCOSX wB97M-V def2-TZVPD def2/J DEFGRID3
* xyz 0 1
H 1.06 2.56 0.22
N 0.07 2.36 -0.08
C -0.06 1.10 -0.06
N -1.24 0.42 -0.52
N -0.99 -0.97 -0.70
C 0.03 -1.26 0.34
C 0.83 -0.01 0.44
Cl 2.32 -0.08 -0.56
H -1.63 0.81 -1.39
H -1.78 -1.54 -0.47
H 0.59 -2.14 0.00
H -0.43 -1.48 1.33
H 1.24 0.23 1.46
*
```

The gap between HOMO and LUMO comes out at 9.352 eV. For the strongest force on any atom, the calculation gives 2.30 eV/A. The calculation puts the energy relative to the best compared isomer or geometry (same formula, charge and spin) at 22.4 kcal per mole. The structure (SMILES) is [H]/N=C1/NNC[C@H]1Cl.

No. 17
Molecular formula: C3H6ClN3O
Method: DFT, ωB97M-V/def2-TZVPD

Structure (ORCA input):
```
! RIJCOSX wB97M-V def2-TZVPD def2/J DEFGRID3
* xyz 0 1
H 0.10 3.55 0.29
N 0.37 2.60 -0.02
C -0.42 1.78 0.52
N -0.41 0.39 0.29
O -1.35 -0.30 1.05
C 0.62 -0.38 -0.26
C 0.30 -1.87 -0.31
Cl -1.12 -2.22 -1.34
N 1.69 0.15 -0.68
H 2.28 -0.53 -1.12
H -1.22 2.00 1.23
H -2.09 -0.51 0.45
H 1.18 -2.40 -0.76
H 0.08 -2.25 0.67
*
```

The gap between HOMO and LUMO comes out at 9.959 eV. For the strongest force on any atom, the calculation gives 1.24 eV/A. The calculation puts the energy relative to the best compared isomer or geometry (same formula, charge and spin) at 38.3 kcal per mole. The structure (SMILES) is [H]/N=C/N(O)/C(CCl)=N/[H].

No. 18
Molecular formula: C3H6ClNO
Method: DFT, ωB97M-V/def2-TZVPD

Structure (ORCA input):
```
! RIJCOSX wB97M-V def2-TZVPD def2/J DEFGRID3
* xyz 0 1
O 0.32 -2.03 -0.09
C 1.26 -1.06 -0.27
C 1.43 0.12 0.35
Cl 2.85 0.99 -0.01
H -0.36 -2.05 0.59
H 1.77 -1.40 -1.25
H 0.86 0.39 1.23
C -1.49 1.35 -0.29
N -1.29 0.21 0.25
H -0.63 1.96 -0.57
H -2.51 1.67 -0.48
H -2.22 -0.16 0.52
*
```

The gap between HOMO and LUMO comes out at 9.173 eV. For the strongest force on any atom, the calculation gives 2.30 eV/A. The calculation puts the energy relative to the best compared isomer or geometry (same formula, charge and spin) at 65.9 kcal per mole. The structure (SMILES) is O/C=C/Cl.C=N.